1.
The following is a quantum chemistry calculation of 3 unconnected molecules or ions with the total composition C5H14N2O, from OMol25.

energy	-10435.300	eV
frontier orbital gap	0.3042	Eh
HOMO energy	-8.726	eV
LUMO	-0.45	eV
net charge	0
max |F|	3.35	eV Å⁻¹
SMILES	CC=C(C)C.N=O.N

Cartesian coordinates (Å):
1 C 2.8664 0.7304 0.0219
2 C -1.0155 0.4645 0.0500
3 C 0.3704 2.3515 0.9262
4 C 1.4369 0.2377 -0.0928
5 C 0.3768 0.9792 0.1903
6 N 2.4631 -3.4471 0.4446
7 N -4.5091 -1.5687 -1.0556
8 O 3.4318 -2.7327 0.6723
9 H 3.4507 0.0179 -0.5581
10 H 3.1036 0.9035 1.1173
11 H 2.9483 1.8102 -0.2905
12 H -1.6482 0.1531 0.9371
13 H -1.6686 1.2042 -0.5293
14 H -0.9629 -0.4993 -0.5536
15 H -0.3340 2.8869 0.3118
16 H -0.2783 2.2724 1.7392
17 H 1.2828 2.8357 1.1363
18 H 1.0436 -0.7069 -0.4811
19 H 2.0734 -3.4473 -0.5494
20 H -4.7003 -1.9293 -1.9898
21 H -4.6463 -0.5702 -1.0886
22 H -5.0847 -1.9458 -0.3583

Results of the natural (NBO) charge analysis, in e, for atoms 1 through 4: atom 1 (C): -0.66, atom 2 (C): -0.65, atom 3 (C): -0.66, atom 4 (C): -0.22

2.
The following is a quantum chemistry calculation of 3 unconnected molecules or ions with the total composition C5H11NO, from OMol25.

energy	-8890.626	eV
frontier orbital gap	0.1485	Eh
HOMO energy	-7.511	eV
LUMO	-3.47	eV
net charge	0
max |F|	4.19	eV Å⁻¹

Cartesian coordinates (Å):
1 C -2.2074 0.3458 -0.1846
2 C -1.2092 -0.3773 -1.0724
3 C -0.0499 0.2595 -1.4323
4 C 1.0124 -0.2773 -2.1410
5 C 1.6367 -0.1901 1.2381
6 N 2.4096 -0.9590 0.4516
7 H -2.1595 -0.1733 0.8330
8 H -3.2213 0.5741 -0.5571
9 H -1.6689 1.2554 0.2178
10 H -1.5642 -1.2097 -1.6677
11 H 0.1994 1.3481 -1.1101
12 H 0.7782 -1.2857 -2.5611
13 H 1.6706 0.4361 -2.6334
14 H 0.6634 -0.5351 1.4595
15 H 1.8494 0.8836 1.5518
16 H 1.6423 -0.5664 -0.3226
17 H -1.1613 1.1267 3.3734
18 O -1.1239 0.7869 2.4760

Results of the natural (NBO) charge analysis, in e, for atoms 1 through 4: atom 1 (C): -0.74, atom 2 (C): 0.11, atom 3 (C): -0.33, atom 4 (C): -0.21

3.
The following is a quantum chemistry calculation of C24H35N3O4 in the gas phase, from OMol25.

energy	-38119.320	eV
frontier orbital gap	0.3505	Eh
HOMO energy	-9.002	eV
LUMO	0.53	eV
net charge	0
max |F|	0.61	eV Å⁻¹
SMILES	CCOC(=O)N1CCC(NC(=O)[C@@H](Cc2ccccc2)NC(=O)C2CCCCC2)CC1

Cartesian coordinates (Å):
1 C 3.0196 4.5852 7.2109
2 C 1.5643 4.1983 7.0268
3 H 0.9217 5.0833 6.9594
4 H 1.2062 3.5834 7.8598
5 O 1.4510 3.4501 5.8162
6 C 0.2054 3.0127 5.5298
7 O -0.7598 3.2410 6.2211
8 N 0.1685 2.2631 4.4020
9 C 1.2834 2.0857 3.5012
10 H 1.4137 1.0122 3.3169
11 C 1.0295 2.8235 2.1840
12 H 1.0014 3.8965 2.3779
13 C -0.3065 2.4071 1.5571
14 N -0.2441 1.0554 1.0387
15 C -0.4607 0.7532 -0.2545
16 O -0.6981 1.5778 -1.1138
17 C -0.4311 -0.7435 -0.5618
18 N -0.2027 -0.9136 -1.9716
19 C 0.6800 -1.8121 -2.4601
20 O 1.2853 -2.5828 -1.7419
21 C 0.8415 -1.7903 -3.9721
22 C -0.4831 -2.0835 -4.6820
23 C -0.2746 -2.1137 -6.1936
24 C 0.3059 -0.7886 -6.6789
25 C 1.6237 -0.4922 -5.9691
26 C 1.4214 -0.4575 -4.4565
27 H 0.7448 0.3626 -4.2044
28 H 2.3741 -0.2696 -3.9566
29 H 2.0231 0.4655 -6.3093
30 H 2.3517 -1.2669 -6.2197
31 H -0.4047 0.0158 -6.4741
32 H 0.4655 -0.8258 -7.7584
33 H -1.2256 -2.3094 -6.6936
34 H 0.4107 -2.9248 -6.4490
35 H -1.2159 -1.3111 -4.4380
36 H -0.8757 -3.0417 -4.3355
37 H 1.5512 -2.5885 -4.2137
38 H -0.5967 -0.1906 -2.5560
39 H 0.3844 -1.2531 -0.0365
40 C -1.7861 -1.3656 -0.1427
41 C -1.8114 -2.8165 -0.5295
42 C -1.1970 -3.7697 0.2712
43 C -1.1602 -5.0957 -0.1175
44 C -1.7367 -5.4846 -1.3144
45 C -2.3544 -4.5419 -2.1168
46 C -2.3896 -3.2151 -1.7263
47 H -2.8706 -2.4810 -2.3571
48 H -2.8073 -4.8394 -3.0518
49 H -1.7025 -6.5194 -1.6216
50 H -0.6747 -5.8270 0.5114
51 H -0.7391 -3.4713 1.2037
52 H -1.9140 -1.2517 0.9357
53 H -2.5878 -0.8234 -0.6483
54 H -0.0396 0.3142 1.6888
55 C -1.4383 2.5522 2.5823
56 H -1.5792 3.6117 2.7987
57 C -1.1067 1.8207 3.8838
58 H -1.0647 0.7376 3.7200
59 H -1.8613 2.0299 4.6436
60 H -2.3671 2.1616 2.1653
61 H -0.5161 3.0366 0.6854
62 H 1.8431 2.6216 1.4865
63 H 2.1860 2.4633 3.9790
64 H 3.6396 3.6947 7.2705
65 H 3.3567 5.1880 6.3718
66 H 3.1302 5.1575 8.1271

Results of the natural (NBO) charge analysis, in e, for atoms 1 through 4: atom 1 (C): -0.62, atom 2 (C): -0.06, atom 3 (H): 0.19, atom 4 (H): 0.19

4.
The following is a quantum chemistry calculation of C8H8N4 in the gas phase, from OMol25.

energy	-14379.079	eV
spin multiplicity	3
frontier orbital gap (alpha / beta)	0.2480 / 0.2581	Eh
HOMO energy (alpha / beta)	-7.319 / -9.628	eV
LUMO (alpha / beta)	-0.57 / -2.60	eV
net charge	0
max |F|	4.07	eV Å⁻¹
<S²>	2.090

Cartesian coordinates (Å):
1 C -0.8378 -3.1004 -1.1990
2 C 1.7972 2.3672 -1.7774
3 C -0.6798 -0.3755 1.2610
4 C -0.1472 1.0693 1.0007
5 C -1.5667 -1.1672 0.2680
6 C 1.3648 1.2243 0.6683
7 C -0.7382 -1.7686 -0.8582
8 C 1.4635 1.2573 -0.9140
9 N -0.8936 -4.1771 -1.5902
10 N 2.1023 3.1499 -2.5787
11 N 0.2587 -0.9150 -1.2749
12 N 0.7144 0.2364 -1.5075
13 H 0.2194 -0.9578 1.4385
14 H -1.3477 -0.2105 2.1051
15 H -0.7171 1.6573 0.1878
16 H -0.3866 1.6872 1.9005
17 H -2.0801 -1.9092 0.8055
18 H -2.3659 -0.4196 0.0443
19 H 1.9548 2.0587 0.9500
20 H 1.8856 0.2933 1.0704

Results of the natural (NBO) charge analysis, in e, for atoms 1 through 4: atom 1 (C): 0.20, atom 2 (C): 0.20, atom 3 (C): -0.40, atom 4 (C): -0.42

5.
The following is a quantum chemistry calculation of 3 unconnected molecules or ions with the total composition C3H10N2O2, from OMol25.

energy	-10342.184	eV
frontier orbital gap (alpha / beta)	0.2831 / 0.2831	Eh
HOMO energy (alpha / beta)	-7.327 / -7.330	eV
LUMO (alpha / beta)	0.38 / 0.37	eV
net charge	0
max |F|	1.45	eV Å⁻¹

Cartesian coordinates (Å):
1 C 1.2590 0.4680 -0.7301
2 C 0.2503 0.3136 1.3322
3 N -0.8287 1.0830 1.5523
4 O 2.1710 -0.5416 -0.4511
5 H 2.4248 -0.5252 0.4786
6 H -0.6342 2.0735 1.6381
7 H -1.6096 0.9104 0.8670
8 H 1.1869 0.5218 -1.8042
9 H 1.5214 1.4711 -0.3904
10 H 1.1809 0.6553 1.7715
11 H 0.0969 -0.7572 1.3008
12 C -1.0676 -1.3689 -0.9230
13 N -0.8482 0.0502 -1.2527
14 O -1.7292 0.8231 -0.7831
15 H -1.5377 -1.5181 0.0566
16 H -1.7261 -1.7697 -1.6985
17 H -0.1098 -1.8894 -0.9639

Results of the natural (NBO) charge analysis, in e, for atoms 1 through 4: atom 1 (C): -0.09, atom 2 (C): -0.11, atom 3 (N): -0.75, atom 4 (O): -0.71